1.
Entry from the OMol25 dataset: C55H40CrF14NO2P3STe as an isolated structure in a non-equilibrium geometry (the ωB97M-V functional and the def2-TZVPD basis).

## Properties
ΔE to the lowest compared entry with this formula, charge and spin, eV: 0.0000
Charge: 0
E_HOMO (alpha / beta), eV: -7.125 / -7.387
2S+1: 5
Frontier orbital gap (alpha / beta), eV: 7.0 / 7.2

CARTESIAN COORDINATES (ANGSTROEM)
Cr 0.082 0.073 -1.001
F 0.335 7.701 -1.893
C -0.074 6.426 -1.703
C 0.757 5.363 -2.034
F 1.968 5.635 -2.549
C 0.364 4.048 -1.857
F 1.241 3.134 -2.309
C -0.860 3.709 -1.271
S -1.410 2.084 -0.885
C -1.684 4.801 -0.982
F -2.901 4.579 -0.469
C -1.306 6.117 -1.149
F -2.104 7.099 -0.805
O -0.069 0.099 1.331
P 1.029 0.060 2.329
C 2.654 -0.272 1.613
P 3.192 0.754 0.235
O 2.095 0.842 -0.779
C 3.570 2.371 0.915
C 4.703 2.623 1.712
C 4.909 3.893 2.224
C 3.985 4.926 1.975
C 2.851 4.681 1.217
C 2.627 3.394 0.713
C 4.714 0.011 -0.387
C 5.786 0.817 -0.781
C 6.939 0.230 -1.273
C 6.990 -1.158 -1.454
C 5.872 -1.933 -1.176
C 4.740 -1.357 -0.617
C 0.637 -1.259 3.513
C -0.632 -1.809 3.379
C -1.006 -2.882 4.183
C -0.147 -3.305 5.178
C 1.125 -2.735 5.347
C 1.507 -1.734 4.476
C 1.193 1.589 3.253
C 0.192 2.531 3.077
C 0.230 3.759 3.746
C 1.257 4.025 4.631
C 2.259 3.084 4.796
C 2.257 1.884 4.117
H 2.606 -1.316 1.231
H 3.447 -0.244 2.345
H 5.371 1.806 1.989
H 5.768 4.097 2.870
H 4.170 5.925 2.383
H 2.135 5.445 1.017
H 1.763 3.179 0.078
H 5.791 1.898 -0.656
H 7.745 0.862 -1.584
H 7.882 -1.607 -1.868
H 5.925 -3.009 -1.347
H 3.899 -1.988 -0.409
H -1.320 -1.426 2.628
H -1.983 -3.355 4.065
H -0.440 -4.114 5.845
H 1.813 -3.102 6.099
H 2.497 -1.295 4.563
H -0.597 2.386 2.347
H -0.535 4.519 3.525
H 1.280 4.938 5.194
H 3.055 3.280 5.499
H 3.065 1.150 4.260
N 1.885 -2.647 -1.268
C 1.135 -1.764 -1.295
F -2.205 -7.401 2.054
C -1.370 -7.070 1.047
F -0.115 -7.189 1.579
F -1.542 -8.036 0.111
C -1.602 -5.662 0.498
C -2.736 -5.335 -0.273
C -2.904 -4.034 -0.696
C -1.955 -3.056 -0.419
C -0.851 -3.370 0.364
C -0.684 -4.677 0.810
P -2.140 -1.329 -0.931
C -3.471 -0.734 0.100
C -4.795 -1.127 -0.080
C -5.765 -0.757 0.836
C -5.427 0.083 1.906
C -4.102 0.463 2.074
C -3.136 0.060 1.188
C -6.508 0.514 2.842
F -7.386 1.324 2.227
F -7.244 -0.514 3.298
F -6.043 1.128 3.940
C -2.819 -1.430 -2.636
C -3.561 -0.372 -3.147
C -3.955 -0.365 -4.473
C -3.620 -1.429 -5.319
C -2.874 -2.500 -4.803
C -2.474 -2.488 -3.475
C -4.082 -1.477 -6.760
F -5.108 -2.315 -6.941
F -3.105 -1.922 -7.578
F -4.461 -0.262 -7.210
H -3.470 -6.116 -0.523
H -3.767 -3.809 -1.305
H -0.108 -2.617 0.624
H 0.215 -4.915 1.372
H -5.053 -1.770 -0.905
H -6.776 -1.107 0.732
H -3.851 1.057 2.933
H -2.117 0.421 1.312
H -3.847 0.429 -2.493
H -4.570 0.451 -4.837
H -2.580 -3.312 -5.459
H -1.862 -3.318 -3.114
C -0.047 -0.773 -5.727
Te 0.116 0.857 -4.394
C 2.172 0.419 -4.162
H 0.188 -1.701 -5.208
H 0.621 -0.624 -6.566
H -1.060 -0.866 -6.147
H 2.538 0.075 -5.106
H 2.339 -0.335 -3.392
H 2.735 1.318 -3.862

Mulliken population analysis, charges in e, atoms 1 to 99: 0.0578, -0.3212, 0.6536, -0.0158, -0.3940, -0.9143, -0.2292, 0.8844, -0.0347, -0.0023, -0.3440, 0.2715, -0.3159, 0.6573, 0.2584, -1.3402, 1.5841, 1.2565, -0.2195, -0.4179, -0.8321, -0.7173, -0.3882, 0.0332, 0.6534, -0.5305, -0.7396, -0.5138, -0.8664, -0.5309, 0.4417, -0.3887, -0.7519, -0.6497, -0.7078, -0.6699, 1.0914, -0.1595, -0.7277, -0.6814, -0.6311, -0.5094, 0.4787, 0.7126, 0.5399, 0.3934, 0.3895, 0.6156, -0.4359, 0.4025, 0.4337, 0.3957, 0.4284, 0.0462, 0.3526, 0.5190, 0.3884, 0.4459, 0.2826, 0.1058, 0.4534, 0.4682, 0.4052, 0.2375, -0.8185, -0.0917, -0.2622, 0.7501, -0.2831, -0.2617, 0.0382, -1.0489, -0.1184, 0.0486, -0.6041, -0.5307, 2.7863, 0.0664, -0.6400, -1.3449, 0.1051, -0.9095, 0.5294, 0.8264, -0.2612, -0.2711, -0.2830, 0.2134, -0.5070, -1.1128, 0.4467, -1.2032, -0.5151, 0.8533, -0.2652, -0.2563, -0.2824, 0.4040, 0.4343

=====

2.
Entry from the OMol25 dataset: C35H34BF7O2 as an isolated structure in a non-equilibrium geometry (the ωB97M-V functional and the def2-TZVPD basis).

## Properties
ΔE to the lowest compared entry with this formula, charge and spin, eV: 0.0000
Charge: 0
E_HOMO, eV: -7.290
Frontier orbital gap, eV: 6.7

CARTESIAN COORDINATES (ANGSTROEM)
F -2.619 3.146 1.772
C -1.567 3.087 0.897
C -1.671 3.789 -0.304
C -0.582 3.752 -1.190
C 0.562 3.035 -0.869
C 0.608 2.240 0.340
C 1.483 1.107 0.378
C 1.824 0.399 1.574
C 3.206 0.221 1.813
C 3.608 -0.417 2.973
C 2.624 -1.006 3.790
C 1.262 -0.997 3.453
C 0.854 -0.312 2.312
C -0.449 2.357 1.278
H -2.562 4.349 -0.524
H -0.629 4.292 -2.142
H 1.369 2.933 -1.605
H 2.281 1.095 -0.375
H 3.924 0.666 1.109
H 4.667 -0.393 3.260
H 2.927 -1.469 4.728
H 0.511 -1.463 4.096
H -0.178 -0.346 1.964
H -0.410 1.817 2.208
C 0.168 -6.041 -4.039
C -0.695 -4.825 -4.303
C -1.057 -4.650 -5.810
C -1.907 -4.585 -3.264
C -3.291 -5.014 -3.744
C -1.636 -5.099 -1.836
O -2.005 -3.124 -3.207
B -0.885 -2.724 -3.899
C -0.825 -1.370 -4.646
C 0.349 -1.011 -5.338
C 0.371 0.100 -6.166
C 1.626 0.368 -6.965
F 1.395 0.166 -8.300
F 2.076 1.649 -6.818
F 2.648 -0.465 -6.598
C -0.760 0.914 -6.310
C -1.884 0.614 -5.540
C -3.163 1.402 -5.629
F -3.473 1.990 -4.429
F -3.140 2.381 -6.566
F -4.202 0.559 -5.938
C -1.907 -0.476 -4.676
C 0.696 -0.763 -0.484
C 0.333 -0.035 -1.844
C 1.578 -1.941 -0.590
C 1.550 -3.058 0.293
C 2.659 -3.910 0.421
C 3.750 -3.778 -0.456
C 3.641 -2.879 -1.525
C 2.558 -1.987 -1.608
O 0.140 -3.666 -4.044
H -0.362 -6.980 -4.257
H 1.066 -6.006 -4.665
H 0.513 -6.084 -2.999
H -1.559 -5.509 -6.269
H -1.660 -3.741 -5.976
H -0.110 -4.451 -6.331
H -3.360 -6.093 -3.962
H -4.041 -4.749 -2.971
H -3.544 -4.425 -4.644
H -1.625 -6.197 -1.786
H -0.691 -4.726 -1.422
H -2.425 -4.776 -1.141
H 1.262 -1.557 -5.130
H -0.787 1.702 -7.055
H -2.724 -0.591 -3.970
H -0.171 -1.028 0.209
H -0.752 -0.097 -2.099
H 0.574 1.100 -1.860
H 0.833 -0.410 -2.778
H 0.635 -3.283 0.865
H 2.690 -4.720 1.169
H 4.639 -4.424 -0.367
H 4.384 -2.890 -2.333
H 2.417 -1.369 -2.497

List of Mulliken charges in e, atom by atom: -0.3362, 0.2858, -0.6957, -0.4732, -0.7617, 0.5293, -0.6281, 0.5879, -0.4992, -0.7515, -0.4741, -1.2277, 0.0055, -0.7870, 0.4749, 0.4109, 0.5879, 0.7198, 0.3987, 0.4023, 0.3876, 0.4036, 0.5961, 0.7461, -1.7832, 1.2624, -1.5156, 1.6411, -1.7009, -1.7638, -0.7133, 1.5455, -0.3135, -0.4091, 0.0241, 0.7255, -0.2599, -0.2646, -0.2694, -1.0129, 0.0053, 0.7345, -0.2436, -0.2884, -0.2666, -0.4478, -0.1025, 0.7727, 0.9849, -0.3159, -0.8766, -0.5252, -0.7791, -0.3910, -0.7947, 0.3281, 0.4633, 0.3873, 0.3969, 0.1945, 0.4155, 0.3209, 0.4157, 0.3438, 0.3681, 0.2192, 0.4607, 0.7629, 0.5480, 0.5186, 0.5125, -0.0406, -0.6024, -0.6398, 0.4979, 0.4335, 0.3888, 0.4238, 0.3225

=====

3.
Entry from the OMol25 dataset: an isolated molecule of C5H8O2 in a non-equilibrium geometry (the ωB97M-V functional and the def2-TZVPD basis).

## Properties
ΔE to the lowest compared entry with this formula, charge and spin, eV: 4.1684
SMILES: C#C[C@](C)(O)CO
Charge: 0
E_HOMO, eV: -9.866
Frontier orbital gap, eV: 10.7

CARTESIAN COORDINATES (ANGSTROEM)
C 1.054 1.221 0.668
C 0.170 0.195 0.019
O -0.272 1.122 -1.245
C 0.856 -0.991 -0.648
O -0.020 -1.701 -1.477
C -1.040 -0.176 0.734
C -2.082 -0.497 1.246
H 2.132 1.020 0.600
H 0.756 1.564 1.666
H 0.631 1.851 -0.241
H -1.158 1.517 -1.159
H 1.323 -1.645 0.112
H 1.651 -0.587 -1.281
H -0.758 -2.003 -0.930
H -3.007 -0.764 1.707

List of Mulliken charges in e, atom by atom: -1.3230, 1.7372, -0.6785, -0.7816, -0.5020, -1.3497, 0.0926, 0.2947, 0.3088, 0.3686, 0.3550, 0.3119, 0.3912, 0.3177, 0.4570